No. 1
9
Properties=species:S:1:pos:R:3 method="wB97M-V/def2-TZVPD" lumo_ev=1.04 orbital_gap_ev=10.229 energy_ha=-259.411602
H -2.3053 2.5056 1.0115
C -1.8124 0.4805 1.1374
H -0.1509 -0.5382 0.6320
H -0.2799 -0.8360 -1.0246
N 1.4917 -0.7280 -0.2209
N 1.9881 -0.8223 -1.3319
N -2.0889 1.6061 1.1614
H 2.9822 -0.6574 -1.2288
N 0.1754 -1.0104 -0.1361



No. 2
77
Properties=species:S:1:pos:R:3 method="wB97M-V/def2-TZVPD" lumo_ev=2.61 orbital_gap_ev=9.405 total_charge=-1 energy_ha=-1541.530142
C 3.8255 2.1818 -1.7255
H 2.1795 0.9228 1.2655
C -1.8305 0.3618 -4.3305
H 4.7275 1.9918 -1.0945
H -1.0245 1.5768 3.6835
H 0.8525 -2.0852 -1.6635
C 2.0855 1.8038 2.9945
C -1.2735 -0.2282 3.2025
C 1.8465 -1.9972 -2.3195
H -0.4815 -0.1842 2.6105
H -0.2305 0.5008 4.8405
C 2.0415 -2.8902 1.4165
O -1.1305 0.6008 0.2075
H 2.4775 -2.0222 0.9465
H 4.2215 3.2458 -2.1485
H 0.1665 4.6498 0.7845
H -2.0715 -0.1992 -0.7585
C -1.1525 0.7998 4.3305
H -1.9105 0.9468 5.1835
H -2.5015 0.2828 -4.9425
H -0.5305 -2.1092 3.9505
O -2.8195 -0.7032 -1.3465
H 2.9355 -2.5002 3.2505
H -5.5195 -0.8292 -1.5395
H 1.2545 2.2548 2.5285
H 3.6435 -4.4142 1.3625
C -0.0345 0.5318 -0.2475
H -1.1555 2.1898 1.0455
H 2.4115 -2.8522 -2.0065
H -1.9735 0.2318 1.7665
O -1.4765 -1.0002 -3.8355
O -1.1515 3.1078 1.1995
H -2.1675 -1.7662 4.5085
O 0.0195 5.1288 -3.5755
H 0.5445 -1.7872 0.9585
H -2.5205 -2.8092 0.5885
H 1.8865 -5.1822 1.6195
C 1.0265 4.1108 -3.6205
H -0.9445 0.6838 -4.5745
H -1.9745 -0.9062 -2.9845
H 3.0915 0.5078 -2.4565
H -2.4455 1.0088 -3.8135
O 2.7725 1.1668 1.9315
O 0.8555 -0.0682 0.3675
C -5.0305 -1.8062 -1.4485
H 1.9645 4.4328 -2.9625
H 2.8425 2.4628 -1.0285
O -2.4085 0.0558 2.4575
O 2.4575 -0.7922 -1.8375
C -1.4215 -1.5772 3.7145
H -5.9265 -2.4772 -1.0445
H -4.7865 -1.8772 -2.4145
H 0.4455 3.2288 -3.2495
H 1.5115 -2.0512 -3.3545
H 0.2625 3.3468 -0.1525
H -0.4615 1.4268 -1.8785
C -2.9175 -2.8572 -0.3885
H -3.4125 -3.7282 -0.2495
H 2.8115 -4.4542 -0.0665
H 1.9845 1.0458 3.7795
O 3.6555 1.2418 -2.8035
O 0.7125 -2.7192 1.0575
H -1.8745 -2.0852 2.9735
C 2.5205 -4.3482 1.0855
H 1.8115 -1.2122 2.9075
H 2.0155 -0.6062 -1.0985
C 2.1805 -2.3162 2.7615
H 0.5375 6.0188 -3.5845
C -0.4635 3.9508 0.3295
H 1.0385 3.9228 -4.6485
C -3.7995 -1.5042 -0.5955
O 0.2415 1.0898 -1.4675
H -4.0125 -0.9902 0.4175
H -2.3165 -3.0412 -1.2805
H 1.4205 -2.8732 3.4355
H 2.8905 2.4888 3.4225
H -1.0175 4.3508 -0.3475



No. 3
8
Properties=species:S:1:pos:R:3 method="wB97M-V/def2-TZVPD" lumo_ev=0.70 orbital_gap_ev=11.515 energy_ha=-324.443939 smiles="N=C=O.NF"
N -0.5382 0.8461 -1.2768
O -1.9632 2.6288 -1.8306
H 0.0081 0.4963 -0.5059
H 0.8257 -2.4087 1.4304
H 0.5191 -0.8825 1.9140
N 0.5669 -1.4544 1.1268
F 1.7887 -1.0358 0.6522
C -1.2073 1.8103 -1.5101



No. 4
4
Properties=species:S:1:pos:R:3 method="wB97M-V/def2-TZVPD" lumo_ev="-8.85 / -8.77" orbital_gap_ev="6.783 / 7.025" total_charge=+1 energy_ha=-291.929017
F -2.1334 -0.2405 -0.0770
N -1.2399 0.5656 0.0682
C 1.2390 -0.5501 0.0891
F 2.1344 0.2249 -0.0803



No. 5
66
Properties=species:S:1:pos:R:3 method="wB97M-V/def2-TZVPD" lumo_ev="-8.34 / -8.87" orbital_gap_ev="4.906 / 4.371" total_charge=+2 multiplicity=2 s2=0.761 energy_ha=-2789.650201
C 1.8860 -3.4389 -0.0115
H -3.4065 4.9058 0.3936
H 3.3199 -1.9992 3.2815
H 0.5948 1.9322 -0.8797
H 1.5868 -0.7511 2.0672
C 1.8777 -1.2526 -2.4991
C -2.6965 2.8861 0.3691
H 2.6438 -1.1349 -1.7418
H 1.4974 -3.8438 -0.9386
C -0.4330 -1.6408 -3.1258
C -0.0669 -1.6212 -4.4619
H 2.4427 3.7625 1.8277
H -1.3083 -1.1892 4.9550
C -3.3192 -0.6512 4.4258
H 4.1280 -4.1640 2.4108
H -0.3926 -0.6144 2.7354
N -1.5361 -3.5366 0.9060
H -0.8146 -1.7852 -5.2262
C -2.2322 1.8467 -0.4386
H 1.6153 1.4405 1.9613
H -2.7907 2.7581 1.4405
H -1.7317 1.1976 -2.4414
C -2.9147 4.2557 -1.5918
H 1.5403 -1.3964 -5.8600
H 1.9328 3.8935 0.1561
H 1.8862 0.8206 -0.4213
C 2.2790 3.1907 0.9160
I -3.9403 -1.1735 -1.5318
H 3.0932 2.3793 -1.9133
C 2.8557 -4.1358 0.6856
C -1.0057 -4.6228 0.9390
C -2.4410 3.2195 -2.3930
C -2.3039 -0.0097 1.9291
H -4.3515 0.4986 1.4096
P -1.6758 0.3480 0.3021
C 1.2410 2.1024 1.1762
C -3.0405 4.0936 -0.2192
C -3.6871 0.1372 2.1856
H -3.7194 -0.8971 5.4008
C 1.2581 -1.4059 -4.8155
C 0.5379 -1.4552 -2.1387
Ir -2.0579 -1.8791 0.0490
H -2.3501 3.3577 -3.4617
C -4.1790 -0.1759 3.4319
H 3.2608 -1.0625 -4.1173
H 3.2159 -5.0809 0.3035
C 0.9651 1.2925 -0.0753
H 3.7516 3.9896 -1.5146
C -2.0941 2.0108 -1.8213
H 4.8403 2.6235 -1.7592
C 2.2281 -1.2197 -3.8371
H 0.3101 2.5511 1.5428
P 0.1370 -1.3915 -0.4066
C 3.8686 2.9178 -1.3663
O -0.4914 -5.6623 0.9761
H -5.2334 -0.0568 3.6405
H -3.1876 5.1995 -2.0453
N -0.0133 0.2036 0.1685
H -1.4640 -1.8231 -2.8618
C 3.3647 -3.6186 1.8718
C 1.4167 -2.2191 0.4921
C -1.4479 -0.4968 2.9368
S 3.8833 2.5171 0.3941
C -1.9619 -0.8156 4.1791
C 1.9236 -1.7064 1.6876
C 2.9062 -2.4039 2.3679



No. 6
28
Properties=species:S:1:pos:R:3 method="wB97M-V/def2-TZVPD" lumo_ev=0.07 orbital_gap_ev=7.795 energy_ha=-795.570141 smiles="O=c1cc2c(n[nH]1)-c1c(nn3ccccc13)CC2"
H 3.1960 -1.2548 0.0678
C -0.0351 1.5541 0.2930
C 0.2172 0.2346 -0.0277
C -0.6236 -0.8481 -0.4768
C -0.7233 -3.3010 -0.8795
H -0.3685 -4.3445 -1.1009
N 1.0953 2.1128 0.7949
C 0.0095 4.0780 1.7068
H 1.2718 -2.4400 1.0601
C -1.2712 2.2420 0.4949
N -1.7509 -0.6349 -1.1312
N -2.4612 -1.6961 -1.6470
C 2.2410 -1.1564 -0.3696
C 1.1097 3.3067 1.5700
N 2.1378 1.1734 0.7498
C -1.2720 3.5652 1.0622
C 1.6287 0.1089 0.1540
C -1.9810 -3.0212 -1.5121
H -2.1785 4.1689 1.0121
H -3.4252 -1.6179 -2.0166
C 1.4154 -2.3802 0.0296
O -2.3972 -3.7791 -2.3007
C -0.0416 -2.2270 -0.4070
H 2.0321 3.4599 2.1395
H 0.0633 5.0374 2.2857
H 2.3627 -0.9243 -1.4899
H -2.2136 1.8688 0.2112
H 1.9625 -3.2850 -0.2725



The records above give, respectively, ΔE to the lowest compared entry with this formula, charge and spin values of 389.40, 517.24, 163.95, 363.69, 16.13, 190.62 kJ/mol.